{
  "formula": "CH4N4",
  "method": "the ωB97M-V functional and the def2-TZVPD basis",
  "de_lowest_kj_mol": 696.3,
  "lumo_ev": [-0.2, -0.2],
  "elements": ["C", "N", "N", "N", "N", "H", "H", "H", "H"],
  "positions_angstrom": [[0.3487, -0.6843, 0.8485], [-1.9065, 2.7071, -0.8454], [0.5693, 0.4709, 0.2303], [-1.5332, 1.5518, -0.9634], [-1.0890, 0.5455, -1.1924], [0.6105, -1.5123, 0.2654], [-0.8115, -0.7938, 0.9959], [0.8625, -0.8515, 1.7921], [-2.7489, 2.7382, -0.3132]],
  "lowdin_charge": [-0.329, 0.099, 0.045, -0.282, 0.178, 0.047, 0.108, 0.078, 0.057]
}

=====

{
  "formula": "C24H18Cl5F6N3O4S4V",
  "method": "the ωB97M-V functional and the def2-TZVPD basis",
  "spin_multiplicity": 3,
  "de_lowest_kj_mol": 18.7,
  "total_charge": -1,
  "lumo_ev": [2.1, 2.3],
  "elements": ["V", "C", "N", "C", "C", "N", "C", "C", "C", "C", "C", "C", "C", "S", "C", "C", "C", "C", "C", "C", "S", "H", "H", "H", "H", "H", "H", "H", "H", "H", "H", "H", "H", "H", "H", "H", "H", "H", "H", "Cl", "C", "C", "C", "Cl", "C", "Cl", "C", "Cl", "C", "Cl", "F", "C", "F", "F", "S", "O", "O", "N", "S", "O", "O", "C", "F", "F", "F"],
  "positions_angstrom": [[0.2607, -1.2323, 0.1441], [0.9368, 0.5133, -4.2977], [1.3914, 0.9037, -2.9749], [1.2059, 2.3117, -2.6817], [-0.2502, 2.6518, -2.3620], [-0.8034, 1.8745, -1.2784], [-1.6872, 0.8123, -1.5311], [-0.7162, 2.3617, 0.0601], [-1.6130, 3.3355, 0.4882], [-1.6000, 3.7897, 1.7942], [-0.6794, 3.2610, 2.6892], [0.2213, 2.2973, 2.2734], [0.2209, 1.8407, 0.9579], [1.4427, 0.6642, 0.4319], [2.6790, 0.3769, -2.6465], [3.8199, 1.1595, -2.7876], [5.0691, 0.6819, -2.4185], [5.1860, -0.6022, -1.9131], [4.0566, -1.3953, -1.7870], [2.7931, -0.9294, -2.1449], [1.3951, -1.9877, -1.9416], [1.0972, -0.5551, -4.4326], [1.4649, 1.0593, -5.0966], [-0.1341, 0.7011, -4.4101], [1.5363, 2.9570, -3.5168], [1.8171, 2.5601, -1.8134], [-0.8712, 2.5126, -3.2526], [-0.3048, 3.7154, -2.1067], [-2.5245, 0.8095, -0.8322], [-0.3220, -0.5712, -2.0128], [-2.0679, 0.8747, -2.5536], [-2.3548, 3.6983, -0.2122], [-2.3268, 4.5221, 2.1193], [-0.6760, 3.5876, 3.7216], [0.9313, 1.8737, 2.9721], [3.7280, 2.1642, -3.1808], [5.9422, 1.3142, -2.5225], [6.1507, -0.9864, -1.6065], [4.1316, -2.3948, -1.3772], [-0.9380, -3.6439, -0.1401], [0.4757, -3.9264, 0.9120], [1.2467, -2.8157, 1.1654], [2.3701, -3.0484, 1.9368], [3.4424, -1.7237, 2.2873], [2.6875, -4.3123, 2.4291], [4.1004, -4.5651, 3.3912], [1.8591, -5.3995, 2.1472], [2.2312, -6.9725, 2.7481], [0.7211, -5.2128, 1.3644], [-0.3248, -6.5236, 0.9804], [-3.9930, -1.8595, 3.4490], [-3.2309, -2.2974, 2.4506], [-3.9759, -3.0614, 1.6406], [-2.2553, -3.0495, 2.9600], [-2.5413, -0.8807, 1.3914], [-1.1028, -0.5180, -1.4038], [-1.0661, -0.9729, 1.7757], [-3.0834, 0.4357, 2.0895], [-4.5073, 0.9730, 1.6837], [-4.4649, 2.1638, 0.8854], [-5.4294, -0.0669, 1.3105], [-5.0729, 1.5697, 3.3348], [-4.2179, 2.4445, 3.8609], [-5.2197, 0.5556, 4.1851], [-6.2570, 2.1766, 3.2045]],
  "lowdin_spin": [2.026, 0.000, 0.000, -0.001, 0.000, -0.002, 0.001, -0.003, 0.001, -0.004, 0.001, -0.004, 0.005, -0.059, -0.001, 0.000, -0.001, 0.000, 0.000, 0.005, -0.003, 0.000, 0.000, 0.000, 0.000, 0.000, 0.000, 0.000, 0.000, 0.003, 0.000, 0.000, 0.000, 0.000, -0.001, 0.000, 0.000, 0.000, 0.000, 0.000, 0.007, -0.020, 0.006, 0.002, -0.003, -0.002, 0.011, 0.003, -0.003, -0.002, 0.000, 0.000, 0.000, 0.000, 0.004, 0.007, 0.027, 0.001, 0.000, 0.000, 0.000, 0.000, 0.000, 0.000, 0.000]
}

=====

{
  "formula": "C43H52F7IO28",
  "method": "the ωB97M-V functional and the def2-TZVPD basis",
  "de_lowest_kj_mol": 19.0,
  "lumo_ev": -2.2,
  "elements": ["O", "C", "O", "C", "C", "C", "C", "O", "C", "C", "F", "F", "C", "F", "F", "C", "F", "F", "F", "C", "I", "C", "O", "H", "H", "H", "H", "C", "C", "C", "O", "C", "O", "O", "H", "H", "H", "H", "H", "H", "C", "C", "C", "O", "C", "O", "O", "H", "H", "H", "H", "H", "H", "C", "C", "C", "O", "C", "O", "O", "H", "H", "H", "H", "H", "H", "C", "C", "C", "O", "C", "O", "O", "H", "H", "H", "H", "H", "H", "C", "C", "C", "O", "C", "O", "O", "H", "H", "H", "H", "H", "H", "C", "C", "C", "O", "C", "O", "O", "H", "H", "H", "H", "H", "H", "C", "C", "C", "O", "C", "O", "O", "H", "H", "H", "H", "H", "H", "C", "C", "C", "O", "C", "O", "O", "H", "H", "H", "H", "H", "H"],
  "positions_angstrom": [[0.0181, -4.7288, 5.1716], [-0.7258, -4.5525, 4.2525], [-2.0504, -4.7937, 4.3778], [-0.2685, -4.0412, 2.9003], [-0.8419, -2.6871, 2.5649], [-1.2964, -1.7850, 3.4396], [-1.8811, -0.5132, 2.9309], [-2.8637, -0.0278, 3.4412], [-1.2079, 0.0445, 1.6939], [-1.0860, 1.5487, 1.5336], [-1.9159, 2.1647, 2.4089], [-1.4421, 1.9676, 0.2934], [0.3672, 2.0900, 1.8665], [1.2724, 1.0783, 1.8932], [0.3473, 2.6522, 3.1117], [0.8966, 3.1938, 0.9111], [0.0384, 4.2043, 0.8666], [2.0546, 3.6422, 1.3921], [1.1026, 2.7396, -0.3124], [-0.7503, -0.8573, 0.8135], [0.2033, -0.5013, -1.0005], [-0.9296, -2.3190, 1.1200], [-1.1617, -3.1356, 0.2626], [-2.5051, -4.5633, 3.5555], [-0.5169, -4.7415, 2.1003], [0.8174, -3.9362, 2.9581], [-1.3303, -1.9656, 4.5094], [0.5201, 3.7345, -4.7854], [1.2852, 2.4443, -4.9119], [1.0703, 1.6663, -6.1913], [1.3143, 0.3110, -5.7628], [1.0116, 0.2418, -4.4590], [0.9070, -0.7760, -3.8390], [0.8274, 1.4708, -3.9380], [0.5333, 4.0843, -3.7537], [0.9708, 4.4988, -5.4171], [-0.5206, 3.6033, -5.0841], [2.3506, 2.6092, -4.7293], [1.7490, 1.9319, -6.9969], [0.0444, 1.7272, -6.5451], [3.7611, 3.7964, 6.1900], [4.3046, 3.0309, 5.0118], [3.4237, 1.9273, 4.4723], [4.3854, 1.0257, 3.9030], [5.5498, 1.1909, 4.5727], [6.4962, 0.4800, 4.4692], [5.4818, 2.2789, 5.3738], [4.5495, 4.3857, 6.6560], [2.9692, 4.4712, 5.8659], [3.3584, 3.1200, 6.9448], [4.5906, 3.7153, 4.2078], [2.7209, 2.2503, 3.7141], [2.8883, 1.4019, 5.2673], [-1.1923, -3.1939, -9.3207], [-0.5630, -1.9410, -8.7701], [-1.3988, -1.1674, -7.7784], [-0.9036, 0.1778, -7.9690], [-0.4260, 0.2706, -9.2296], [-0.0838, 1.2898, -9.7410], [-0.3714, -0.9478, -9.8051], [-0.6438, -3.5440, -10.1946], [-1.1802, -3.9803, -8.5670], [-2.2242, -3.0097, -9.6211], [0.4241, -2.1609, -8.3518], [-1.2521, -1.4757, -6.7459], [-2.4651, -1.1785, -8.0096], [-2.8629, 3.7458, 4.7756], [-3.7835, 3.9895, 5.9401], [-4.6329, 5.2363, 5.8748], [-4.8459, 5.5213, 7.2667], [-3.7978, 5.0175, 7.9580], [-3.5712, 5.2321, 9.1035], [-3.0428, 4.2257, 7.1551], [-2.1390, 2.9707, 5.0231], [-3.4350, 3.4217, 3.9088], [-2.3102, 4.6503, 4.5152], [-4.4169, 3.1127, 6.1116], [-5.5769, 5.0855, 5.3607], [-4.1006, 6.0798, 5.4282], [-3.8219, -1.0716, -2.8807], [-4.1260, -0.3462, -4.1648], [-5.5829, -0.0111, -4.4034], [-5.6601, 0.0092, -5.8367], [-4.6949, -0.8032, -6.3115], [-4.5905, -1.1441, -7.4467], [-3.8538, -1.1740, -5.3184], [-2.8177, -1.4948, -2.8988], [-3.8907, -0.3840, -2.0377], [-4.5240, -1.8915, -2.7227], [-3.5075, 0.5512, -4.2588], [-5.8899, 0.9501, -4.0009], [-6.2474, -0.7959, -4.0357], [-7.7569, -0.6993, 4.8058], [-7.2550, 0.6315, 5.3008], [-8.1136, 1.3265, 6.3359], [-7.8085, 2.7086, 6.0983], [-7.4357, 2.8329, 4.8055], [-7.2708, 3.8701, 4.2468], [-7.2618, 1.6157, 4.2442], [-7.2211, -0.9936, 3.9045], [-7.6030, -1.4644, 5.5661], [-8.8194, -0.6520, 4.5644], [-6.2237, 0.5455, 5.6552], [-7.8739, 1.0641, 7.3625], [-9.1795, 1.1730, 6.1535], [8.3884, -1.3374, 6.5756], [9.1874, -2.5954, 6.3662], [8.9277, -3.3334, 5.0715], [9.2430, -4.6873, 5.4271], [9.0387, -4.8231, 6.7605], [9.0407, -5.8572, 7.3428], [8.8328, -3.6110, 7.3280], [8.4484, -1.0165, 7.6152], [8.7668, -0.5373, 5.9413], [7.3376, -1.4940, 6.3333], [10.2573, -2.3990, 6.4841], [9.5530, -3.0106, 4.2436], [7.8762, -3.2861, 4.7803], [5.1437, -2.1371, -8.4869], [4.6347, -3.3867, -9.1571], [3.2166, -3.3293, -9.6799], [2.8137, -4.7023, -9.6134], [3.5364, -5.2989, -8.6307], [3.3246, -6.3822, -8.1989], [4.5289, -4.4737, -8.2168], [6.0565, -2.3500, -7.9324], [5.3603, -1.3725, -9.2326], [4.4083, -1.7444, -7.7830], [5.3191, -3.7052, -9.9487], [3.1341, -2.9615, -10.6992], [2.5637, -2.7470, -9.0249]],
  "lowdin_charge": [0.139, -0.532, 0.119, -0.026, -0.127, 0.093, -0.302, 0.137, -0.079, -0.386, 0.113, 0.094, -0.311, 0.118, 0.128, -0.578, 0.196, 0.182, 0.157, -0.521, 1.274, -0.401, 0.103, 0.119, 0.137, 0.148, 0.146, -0.013, -0.307, -0.076, 0.072, -0.595, 0.013, 0.054, 0.087, 0.095, 0.091, 0.160, 0.147, 0.124, -0.016, -0.321, -0.089, 0.068, -0.561, 0.157, 0.087, 0.090, 0.091, 0.091, 0.160, 0.105, 0.144, -0.007, -0.316, -0.068, 0.032, -0.571, 0.156, 0.091, 0.088, 0.096, 0.093, 0.141, 0.142, 0.112, -0.022, -0.323, -0.082, 0.069, -0.567, 0.163, 0.081, 0.084, 0.085, 0.093, 0.153, 0.115, 0.141, -0.017, -0.318, -0.084, 0.074, -0.562, 0.153, 0.078, 0.080, 0.091, 0.091, 0.159, 0.140, 0.139, -0.019, -0.326, -0.084, 0.066, -0.570, 0.152, 0.084, 0.088, 0.092, 0.090, 0.157, 0.141, 0.139, -0.026, -0.327, -0.091, 0.059, -0.569, 0.165, 0.081, 0.089, 0.088, 0.082, 0.157, 0.138, 0.139, -0.018, -0.326, -0.093, 0.058, -0.563, 0.172, 0.084, 0.090, 0.091, 0.086, 0.159, 0.142, 0.121]
}

=====

{
  "formula": "C17H31N2O3PPdSe",
  "method": "the ωB97M-V functional and the def2-TZVPD basis",
  "spin_multiplicity": 5,
  "total_charge": 4,
  "lumo_ev": [-13.1, -18.0],
  "elements": ["Pd", "C", "O", "C", "O", "C", "O", "C", "P", "H", "H", "C", "H", "C", "H", "H", "H", "C", "H", "C", "H", "H", "C", "H", "H", "H", "C", "H", "H", "H", "C", "H", "H", "H", "C", "H", "H", "H", "H", "H", "C", "N", "C", "C", "N", "C", "C", "Se", "H", "H", "H", "H", "H", "H", "H", "H"],
  "positions_angstrom": [[0.1122, -1.0983, 0.7764], [0.6857, 0.5830, 1.6313], [1.0555, 1.5236, 2.1848], [1.0022, -2.8013, 1.2537], [1.5225, -3.7845, 1.5422], [-1.3451, -1.2897, -0.5332], [-2.1418, -1.6011, -1.3047], [3.0811, 0.3114, -0.7158], [1.3449, -0.0865, -1.2078], [1.4791, 1.4499, -2.9916], [2.9450, 1.1808, -0.0517], [1.6373, -1.2298, -2.6542], [2.6012, -0.8864, -3.0574], [4.0155, 0.7276, -1.8714], [3.5898, 1.4747, -2.5557], [4.3457, -0.1455, -2.4552], [4.9233, 1.1597, -1.4218], [3.7251, -0.8157, 0.0866], [4.1579, -1.5818, -0.5681], [-0.5980, 1.6147, -2.4401], [3.0445, -1.2967, 0.8013], [4.5555, -0.3812, 0.6591], [1.3367, 2.7654, -1.2914], [-1.1421, 2.2280, -1.7104], [-0.6588, 2.1404, -3.4061], [-1.1198, 0.6544, -2.5444], [0.8867, 1.5120, -2.0591], [0.9335, 3.6451, -1.8132], [2.4296, 2.8760, -1.2646], [0.9486, 2.7804, -0.2617], [0.6043, -1.1225, -3.7715], [-0.3977, -1.3956, -3.4262], [0.8809, -1.8350, -4.5584], [0.5651, -0.1274, -4.2258], [1.7953, -2.6753, -2.1896], [2.6078, -2.8175, -1.4706], [2.0298, -3.2931, -3.0663], [0.8650, -3.0646, -1.7568], [-1.7853, 1.6088, 0.2918], [-1.9939, 2.2147, 0.7195], [-1.6210, 0.8178, 4.8617], [-2.7602, 0.5561, 4.0057], [-3.9397, 1.2810, 4.0164], [-4.7692, 0.7052, 3.1153], [-4.0952, -0.3685, 2.5601], [-4.6698, -1.2486, 1.5672], [-2.8332, -0.4609, 3.0948], [-1.5294, -1.7425, 2.7495], [-1.2802, -0.1116, 5.3272], [-1.9472, 1.5242, 5.6289], [-0.7840, 1.2662, 4.3132], [-4.0638, 2.1145, 4.6816], [-5.7723, 0.9641, 2.8387], [-5.6399, -1.6191, 1.9203], [-4.8345, -0.7192, 0.6205], [-3.9856, -2.0795, 1.3971]],
  "lowdin_spin": [0.897, 0.084, 0.046, 0.101, 0.020, 0.117, 0.039, 0.064, 0.331, 0.026, 0.001, 0.063, 0.015, 0.030, 0.003, 0.002, 0.006, 0.020, 0.001, 0.012, 0.006, 0.002, 0.014, 0.001, 0.007, 0.002, 0.124, 0.008, 0.000, 0.004, 0.008, 0.002, 0.003, 0.001, 0.005, 0.001, 0.000, 0.000, 0.005, 0.004, 0.016, 0.056, 0.227, 0.227, 0.057, 0.017, 0.204, 1.078, 0.009, 0.001, 0.002, 0.007, 0.008, 0.001, 0.001, 0.015]
}

=====

{
  "formula": "C2H3Cl2P",
  "method": "the ωB97M-V functional and the def2-TZVPD basis",
  "de_lowest_kj_mol": 619.5,
  "lumo_ev": [-0.9, -0.7],
  "elements": ["C", "C", "P", "Cl", "Cl", "H", "H", "H"],
  "positions_angstrom": [[-1.6729, -0.7258, 0.6828], [1.2139, 1.2491, -0.5781], [-0.5102, -1.7388, 0.1355], [-2.0103, 0.7761, 0.0482], [1.5532, -0.2900, -0.0118], [0.4141, 1.7484, -0.0472], [1.5060, 1.4848, -1.5843], [-0.4938, -2.5038, 1.3549]],
  "lowdin_charge": [-1.027, -0.475, 0.592, 0.527, 0.522, -0.039, 0.006, -0.106]
}

=====

{
  "formula": "C5H6F8NO2S",
  "method": "the ωB97M-V functional and the def2-TZVPD basis",
  "total_charge": 1,
  "lumo_ev": -4.6,
  "elements": ["O", "S", "O", "N", "C", "C", "F", "C", "F", "F", "C", "F", "F", "C", "F", "F", "F", "H", "H", "H", "H", "H", "H"],
  "positions_angstrom": [[0.6284, -2.2954, 1.3394], [0.1284, -1.7190, 0.1418], [-0.4964, -2.6037, -0.7682], [-1.0436, -0.4869, 0.7257], [-2.2484, -0.2531, -0.1494], [-2.1967, 1.0901, -0.8850], [-3.4510, 1.5054, -1.1184], [1.5621, -0.8529, -0.7239], [2.6685, -1.5468, -0.5164], [1.2554, -0.9071, -2.0231], [1.7586, 0.6339, -0.3416], [2.7636, 1.0701, -1.0990], [0.6589, 1.3261, -0.6870], [2.1256, 0.9107, 1.1698], [2.3756, -0.2136, 1.8203], [1.0890, 1.5527, 1.7277], [3.1879, 1.6977, 1.2326], [-0.5857, 0.4155, 0.9254], [-1.3602, -0.8462, 1.6330], [-2.4135, -1.0638, -0.8470], [-3.1128, -0.2306, 0.5022], [-1.6799, 1.8245, -0.2642], [-1.6139, 0.9924, -1.7947]],
  "lowdin_charge": [-0.200, 0.809, -0.171, 0.029, -0.085, -0.213, 0.039, -0.460, 0.204, 0.163, -0.367, 0.205, 0.144, -0.535, 0.202, 0.170, 0.224, 0.129, 0.180, 0.132, 0.146, 0.124, 0.131]
}